#A
A 2-piece molecular cluster, C5H13NO overall. Source: OMol25; level of theory: wB97M-V/def2-TZVPD.

The HOMO energy (spin up / spin down) comes out at 1.1893 / -4.3382 eV. Its HOMO-LUMO gap (spin up / spin down) is 2.820 / 8.243 eV.

Structure (ORCA input):
```
! wB97M-V def2-TZVPD RIJCOSX def2/J DEFGRID3
* xyz -1 2
C 2.588 -0.775 -0.995
C 1.571 0.293 -0.567
C 0.034 0.054 -0.421
C -0.599 1.001 0.326
N -2.028 1.101 0.275
C -0.481 -1.143 -1.291
H 3.562 -0.622 -0.720
H 2.356 -1.786 -0.435
H 2.525 -1.100 -2.100
H 1.844 0.373 0.535
H 1.829 1.064 -1.185
H 0.028 1.902 0.566
H -2.235 0.668 -0.640
H -2.269 2.084 0.319
H -0.057 -1.029 -2.346
H -1.582 -1.268 -1.499
H -0.233 -2.175 -0.880
H -1.521 0.529 3.791
H -2.905 0.052 3.370
O -2.426 0.777 3.897
*
```

#B
A 2-piece molecular cluster, C5H13NO overall. Source: OMol25; level of theory: wB97M-V/def2-TZVPD.

The HOMO energy (spin up / spin down) comes out at 0.9793 / -4.9211 eV. Its HOMO-LUMO gap (spin up / spin down) is 2.884 / 8.648 eV.

Structure (ORCA input):
```
! wB97M-V def2-TZVPD RIJCOSX def2/J DEFGRID3
* xyz -1 2
C 1.902 0.670 -0.355
C 0.830 -0.145 -1.190
C -0.430 -0.524 -0.454
C -1.593 -0.763 -1.093
C -2.759 -1.449 -0.488
N 2.095 0.119 0.956
H 2.784 0.761 -1.021
H 1.597 1.733 -0.218
H 0.615 0.511 -2.019
H 1.328 -1.071 -1.523
H -0.385 -0.570 0.643
H -1.619 -0.303 -2.076
H -2.528 -2.139 0.308
H -3.595 -0.776 -0.239
H -3.250 -2.065 -1.260
H 2.218 -0.861 0.800
H 1.981 0.878 1.616
H 0.015 2.682 2.668
H 0.072 1.326 2.302
O 0.724 1.987 2.643
*
```

The structure with the most favorable energy is #B; the runner-up is 35.5 kJ/mol above it.